C9H9N3O2 | ωB97M-V/def2-TZVPD

Gap between HOMO and LUMO   9.743 eV
HOMO level   -9.2307 eV
SMILES   O=c1cc[nH]c(=O)[nH]1.c1ccncc1

Last column: Löwdin charge in e.
Atoms and positions in Å:
H -1.99416 -1.16307 1.11197  0.143
O -0.89621 0.73553 2.32737  0.026
H 2.39779 -3.10621 1.31647  0.143
H 2.30951 1.10736 -1.70178  0.136
C -2.75291 -0.36407 -0.64408  -0.448
H 4.55193 0.06133 -0.65827  0.114
C 3.48477 -0.18307 -0.38246  -0.100
N 1.10335 -0.12964 -0.34068  0.064
N -2.82181 0.93267 -1.27139  0.119
C -2.45445 2.08654 -0.61029  -0.094
H -1.76775 3.06739 1.11452  0.105
C -1.93641 2.11730 0.63947  0.009
H 0.09819 -1.70956 0.41703  0.049
C 1.09455 -1.45771 0.28919  -0.094
C 2.22936 -2.08840 0.73833  -0.088
C 3.43307 -1.37505 0.44781  -0.076
H 4.35539 -1.94578 0.63897  0.096
H -3.16024 0.95944 -2.20511  0.137
C -1.59002 0.81885 1.28973  -0.437
H -2.74355 2.98240 -1.12216  0.116
O -3.15744 -1.36177 -1.17708  0.092
C 2.30824 0.31520 -0.83185  -0.196
N -2.09120 -0.29967 0.61429  0.185

---

C32H30BCl4N2O4RuS2 | ωB97M-V/def2-TZVPD

Spin multiplicity   2
Gap between HOMO and LUMO (spin up / spin down)   3.667 / 3.695 eV
HOMO level (spin up / spin down)   0.1950 / 0.1671 eV
Charge   -2

Last column: Mulliken spin population.
Atoms and positions in Å:
C 3.28618 0.73829 -2.70878  -0.004
H 1.24772 -3.01473 -4.54288  0.000
H 3.62159 1.01571 -3.70312  0.000
C -3.00642 1.37553 2.47613  0.039
C -2.42168 -0.37282 -2.32099  0.002
C 1.58982 1.85764 4.42200  -0.006
Cl -6.57122 2.67100 3.93708  0.000
H 0.07248 -4.33193 -4.46346  0.000
S -0.08618 1.21583 -0.55452  0.000
C -3.47318 0.20938 1.77910  -0.039
C -1.73836 -3.39156 -6.24007  0.000
O -1.81456 1.77343 2.45438  -0.029
H 1.97825 4.18384 2.83470  0.001
H -0.74292 -0.96296 -7.04041  0.000
H 0.76926 -1.01060 -6.13280  0.000
H 3.72769 1.97198 2.95943  -0.003
C 0.46845 -3.53863 -5.09896  0.000
C 1.21452 3.42166 2.59801  -0.019
C 2.88836 0.12007 2.22952  -0.003
H -3.17735 0.96932 -3.80730  0.000
C -1.67391 -1.51566 -2.06462  0.002
Cl -5.22501 -1.62296 0.91210  0.000
S 0.05630 -0.41653 3.99996  0.019
C 1.64653 1.50208 7.18244  0.002
C -0.00442 -1.62763 -6.59277  0.000
C 0.97929 0.60546 6.37217  -0.006
H 0.28068 3.67378 3.09811  -0.001
C -5.77743 0.56972 2.43376  0.000
H 1.35328 1.62876 -2.95907  0.001
C 2.85328 1.63518 2.37794  -0.016
C -1.99469 -0.65215 -4.63028  0.001
Cl -7.43816 0.06715 2.40610  0.000
H 1.02083 -2.04665 0.46153  0.003
C -5.37311 1.71277 3.11610  -0.001
H 4.31784 -0.84024 0.08238  0.000
C 2.26467 2.75236 5.24770  0.000
H 1.35624 -2.04090 2.20297  -0.011
C -2.60149 0.07655 -3.60437  -0.003
O -2.88800 0.14601 -1.15141  -0.004
N 1.95614 -0.32314 1.17858  -0.071
H 0.92743 -4.01430 -5.96953  0.000
C 2.01586 1.08364 -2.29663  0.005
C 1.52072 0.76316 -1.01457  -0.023
C -1.07782 -2.23889 -3.06938  0.000
C -0.62859 -2.57592 -5.56137  0.000
H 2.69125 -2.32467 1.03683  0.004
H -2.12772 -0.30176 -5.64571  0.000
C -4.79312 -0.17134 1.76970  -0.002
C 0.91825 0.74422 4.97018  -0.009
Ru -0.06837 0.63491 1.80573  0.960
H 2.57045 -0.34979 3.16060  -0.004
C -1.23159 -1.79424 -4.39003  -0.002
B -2.35922 -0.69366 -0.16128  0.016
H -2.51891 -2.73401 -6.62752  0.000
C 4.13643 0.04185 -1.85193  0.007
H -0.49305 -3.11069 -2.81381  0.000
H 1.02924 3.42327 1.52308  0.003
H 2.77445 3.59629 4.79465  0.003
H -2.20181 -4.07527 -5.52634  0.000
H 0.45789 -0.23890 6.80840  0.000
C 1.75090 -1.77698 1.22346  0.020
C 3.67121 -0.28373 -0.58666  -0.003
H 2.82334 3.31600 7.24723  -0.001
H 1.64774 1.35512 8.25795  0.000
H 3.91770 -0.20514 2.01925  0.002
O -1.65443 -1.76435 -0.72556  -0.036
C 2.30158 2.59790 6.62518  -0.002
H -1.33469 -3.97829 -7.07143  0.000
H 5.13560 -0.24125 -2.16111  0.001
Cl -3.55308 3.54505 3.96553  0.000
N 1.60386 2.07170 2.99133  0.073
C -4.04541 2.10501 3.13777  0.007
C 2.39707 0.07311 -0.15643  0.038
H 2.91799 2.08844 1.38476  0.005
O -2.51268 -0.54329 1.16236  0.084
H 0.45020 -2.20761 -7.40106  0.000

---

C12H12BrN3O3PdS | ωB97M-V/def2-TZVPD

Gap between HOMO and LUMO   3.099 eV
HOMO level   0.6259 eV
Charge   -2

Last column: Löwdin charge in e.
Atoms and positions in Å:
H -5.72675 1.23042 0.79846  0.088
Pd 1.18425 -0.97928 0.11446  0.412
H -3.24265 1.25662 0.98246  0.112
H 0.47665 1.13402 -2.22934  0.035
C -4.98935 -1.52118 -1.05894  -0.145
H 0.96265 1.67662 0.01586  0.026
O 3.62895 -1.93888 -0.81364  -0.236
C -3.61625 -1.48578 -0.95294  -0.021
C 4.50615 0.05772 -0.19384  -0.105
C 3.79925 1.18462 1.78796  -0.172
C 2.90455 -1.01258 1.19946  -0.925
C -3.74505 0.49322 0.40746  -0.021
C -2.97165 -0.47668 -0.23484  -0.112
C -5.72425 -0.52098 -0.43904  -0.693
C 2.94475 0.13372 2.04166  -0.161
Br -7.63295 -0.51698 -0.63614  0.630
H 3.83905 2.03852 2.45576  0.079
O -0.87075 -1.23278 -0.96154  -0.091
H 5.32525 1.93002 0.43786  0.067
C -1.45825 -0.43408 -0.19724  -0.681
S 2.30265 -2.53578 1.72936  0.422
H 2.52335 1.91042 -0.47514  0.008
H -3.00475 -2.23978 -1.42594  0.114
N 1.42145 1.00862 -1.86464  -0.104
H 2.34125 0.10362 2.94126  0.079
N 1.55165 1.96812 -0.78404  -0.103
N 3.67025 -0.95838 0.02696  -0.321
H 5.07205 -0.01598 -1.11234  0.112
H 1.43735 0.01982 -1.47134  -0.002
C 4.62385 1.13852 0.66586  -0.171
C -5.12095 0.48082 0.30666  -0.147
H -5.48885 -2.30748 -1.61004  0.090
O -0.92285 0.41132 0.54936  -0.062

---

C36H56BrNO3PS2SbSi4Ti | ωB97M-V/def2-TZVPD

Spin multiplicity   2
Gap between HOMO and LUMO (spin up / spin down)   6.794 / 6.851 eV
HOMO level (spin up / spin down)   -4.4582 / -4.5162 eV
Charge   -1

Last column: Mulliken spin population.
Atoms and positions in Å:
C -1.43822 2.12399 -1.38024  0.004
H 3.41657 5.07886 -2.16611  0.000
C 2.62111 0.43763 -3.72251  0.006
Sb 1.33909 2.30116 0.80070  0.033
H -3.69403 -1.86202 2.01212  0.001
H 0.65612 1.10083 -3.21038  -0.004
H -2.98644 4.22351 1.19647  0.000
Si 2.77412 4.33161 0.11614  0.003
H -3.75383 -3.59375 2.37246  0.000
H -1.35433 1.03929 -1.21422  -0.006
H 1.36369 -3.07492 -2.62054  0.002
N 1.44898 -0.09440 -1.72743  -0.124
H 0.52951 -3.33979 3.86064  0.000
C -3.22880 -2.66292 2.58986  -0.002
H 1.26088 -2.40690 -6.84100  0.000
C -3.46893 -0.58032 -2.33602  0.018
C -0.15585 -5.92422 0.03699  -0.001
H -4.29105 -2.29517 4.40945  0.000
C 0.81792 -2.28477 3.90565  0.005
C -4.79681 -0.17695 -2.28296  0.000
C 2.07872 4.18277 3.88154  0.000
C -1.14058 -1.83800 -4.51038  -0.005
O 4.81018 -0.50020 -4.05641  0.000
H 2.01806 -2.46678 5.67359  0.000
C -3.96406 -2.43782 -0.93137  0.002
C 1.44741 -2.79548 -4.73302  0.002
H -0.79982 2.38754 -2.22675  -0.002
Si -1.15923 -2.16112 -1.56356  0.023
H 1.43668 -0.82569 5.35480  0.000
H 0.57621 -6.31244 0.73555  0.000
H 0.82209 5.71000 0.98187  0.000
H 2.56708 0.21799 3.42587  0.003
H -2.77040 -1.39701 4.27878  0.000
C 2.48785 -0.85323 -1.32028  0.024
H -0.07904 5.11362 -1.34074  -0.001
H -3.65339 -3.32266 -0.38765  0.000
H 4.47210 -1.58112 -1.71692  0.000
H 4.70027 5.63022 0.84204  0.000
O -0.28713 -1.47034 3.47857  -0.005
P -0.80272 -1.69810 1.94630  0.016
C 2.89834 1.22000 3.71320  -0.001
H -2.76859 0.02741 -2.89760  0.002
C 3.63737 -1.00691 -2.08796  0.003
H 1.88288 4.18765 -2.21798  0.000
H 5.22634 4.01555 0.25126  0.000
C 1.84991 5.89257 0.68113  0.000
H -2.64441 -6.93928 -2.01534  0.000
H 3.01658 4.48828 3.41621  0.000
H 0.32287 -2.04990 5.98487  0.000
H 3.16787 1.21040 4.77392  0.000
H -0.99995 -7.85068 -0.39733  0.000
C -1.95882 -6.27447 -1.50266  0.001
H 4.74640 0.07256 -4.82725  0.000
C -0.52107 -1.89258 -5.75625  0.001
H 2.37431 6.31571 1.54083  0.000
C -5.71726 -0.90790 -1.54608  -0.002
C -0.48086 -2.24249 -3.34970  0.005
C -0.96880 4.95001 -0.73325  0.002
C 3.69781 -0.35126 -3.29507  -0.002
C -1.13258 -4.01853 -1.11249  0.010
H 1.66289 -2.13181 3.22710  -0.003
H -0.46640 1.10583 3.89671  0.001
H 2.46156 -3.17130 -4.80480  0.000
C 0.77671 -2.36498 -5.87250  -0.002
Si 1.55417 2.46034 3.34352  0.011
C -3.01472 -1.72432 -1.67208  -0.032
C -0.20801 -4.55857 -0.21876  0.003
C 4.48516 4.55545 0.83504  0.000
H -1.84403 5.03128 -1.38679  0.000
H -5.11064 0.71563 -2.81207  0.000
C -1.99673 -4.91141 -1.75580  0.004
Si -0.99721 3.24832 0.08791  -0.011
H 3.40781 3.30817 -2.00353  0.000
H -2.16292 -1.48436 -4.45861  0.000
C -1.03614 -6.78655 -0.59812  -0.001
C 1.52323 0.52692 -2.90986  0.025
O -1.89793 -2.87076 2.09240  0.005
S 2.20012 -1.62429 0.20736  -0.015
C -5.29284 -2.04167 -0.86673  0.001
H -2.47735 2.28746 -1.68019  0.000
H -1.03232 5.75662 -0.00249  0.000
H 1.31792 4.92307 3.62581  0.000
C 2.86996 4.22618 -1.75298  0.000
Ti 0.11436 -0.40184 -0.05485  1.015
H 2.21998 4.20135 4.96694  0.000
H -6.75294 -0.59423 -1.49691  0.000
H 4.56433 4.17846 1.85483  0.000
H -2.71634 -4.53217 -2.47455  0.000
H 0.49411 -3.89947 0.27931  0.001
S -1.74813 0.04731 1.49326  -0.010
H -5.99947 -2.61906 -0.28117  0.000
H -3.12351 2.45923 1.13516  0.000
H -2.09649 3.21076 2.34269  -0.001
H -1.06192 -1.57020 -6.63889  0.000
C -2.43533 3.28586 1.30958  0.003
C 0.82269 -2.73361 -3.49852  -0.003
C -0.02263 2.03523 4.25591  -0.002
C 1.16872 -1.88163 5.31732  0.001
H 0.20671 1.91419 5.32026  0.000
H -2.74282 -3.12813 4.64048  0.000
Br 4.68514 1.27895 0.22063  -0.001
H 3.78673 1.42758 3.11026  0.001
H 1.84280 6.64680 -0.11136  0.000
C -3.25429 -2.35088 4.07065  0.000
H -0.76404 2.83063 4.16060  0.000
H 2.64174 0.95057 -4.67553  -0.001

---

C9H13O5P | ωB97M-V/def2-TZVPD

Gap between HOMO and LUMO (spin up / spin down)   5.870 / 5.872 eV
HOMO level (spin up / spin down)   -0.1555 / -0.1572 eV
Charge   -2

Last column: Löwdin charge in e.
Atoms and positions in Å:
C 1.98477 1.62826 0.33901  -0.343
H 0.13383 -3.29775 -3.05464  0.053
H 1.64117 -3.36146 -2.14811  0.027
O -1.42987 -1.04556 2.99054  -0.112
H -2.82632 -1.81000 -0.34693  0.068
H -4.37813 0.05013 0.00768  0.027
O -1.04599 2.64329 0.63308  -0.363
H 2.17098 2.43154 2.47377  0.058
H 2.36897 0.65324 0.70611  0.095
O 0.65217 -0.80543 2.22120  -0.074
H -3.27324 0.78919 1.29448  0.104
C 0.24903 -2.19604 -1.18825  -0.077
H 1.53256 3.71137 1.22622  0.085
C -1.01987 -0.84603 0.61950  -0.210
C -3.33679 0.16334 0.29913  -0.173
H -2.91068 -1.69436 1.40324  0.125
H 1.15063 -2.02593 -3.17090  0.064
H 0.63180 2.21980 1.77321  0.049
C -2.55584 -1.12635 0.42542  -0.262
H -2.88312 0.90206 -0.52645  0.060
C 0.82999 -2.75397 -2.40911  -0.161
C -0.30310 -1.55858 -0.32073  -0.094
C -0.57432 -0.87951 2.07093  -0.734
H 2.96255 2.06010 -0.25330  0.119
O -1.06377 2.06967 -1.78788  -0.349
C 1.66270 2.60213 1.50632  -0.133
P -0.63592 1.72265 -0.44864  0.427
O 1.01699 1.59752 -0.68321  -0.278

---

C23H44NP3SY | ωB97M-V/def2-TZVPD

Gap between HOMO and LUMO   5.437 eV
HOMO level   -16.5251 eV
Charge   +3

Last column: Löwdin charge in e.
Atoms and positions in Å:
H -0.70403 -1.26247 3.96997  0.043
C 4.31638 0.56958 0.19657  -0.279
C -2.97374 -0.83515 -0.68017  -0.327
H 3.36121 -0.44397 2.99004  0.031
H -2.53248 1.68703 3.08956  0.054
C 0.17827 2.69174 -4.84022  0.059
H 1.43605 -2.67915 -2.29612  0.046
C 0.21390 -1.85956 3.86225  -0.237
C -3.66597 -1.66538 0.19372  -0.045
C -4.93699 -1.28308 0.63850  -0.045
H 1.07415 -1.28029 4.22820  0.048
C 3.21001 0.62101 2.76937  -0.239
P 0.47372 -2.37866 2.11839  0.686
H -1.77297 2.62796 -5.64804  0.135
C 2.00894 -3.33236 2.32329  -0.264
H -0.48958 -4.41515 2.92211  0.071
H 3.91778 -1.22803 -3.16953  0.115
H 2.09775 3.13695 1.68863  0.041
H -1.77112 -3.34952 2.20425  0.047
H 1.95292 2.37451 -3.72879  0.099
S 2.08937 0.48563 -2.59129  0.957
P -0.72450 1.15956 1.61955  0.756
H 0.11612 -2.77858 4.46283  0.075
N -1.61494 -1.19050 -1.06005  0.011
H -1.83966 2.75992 0.12722  0.038
C -5.51386 -0.08422 0.20165  -0.051
H 4.16111 1.14585 2.94381  0.076
H 4.21859 0.65380 -0.88905  0.009
H -1.58148 -2.20704 -1.11712  0.091
H 2.10634 1.75185 -5.32119  0.204
H 1.76998 -4.21853 2.92072  0.069
H 2.77258 -2.74146 2.83946  0.047
H -2.09721 0.23993 -5.25915  0.147
C -1.15778 0.68795 -4.96009  0.072
H -3.18838 1.22204 1.52846  0.037
H -0.33060 -1.09820 -4.06368  0.129
H -6.48049 0.24127 0.59241  0.126
H 4.71469 -0.42177 0.43234  0.059
H -0.67532 -4.28560 1.12712  0.054
H -2.60696 -0.03457 2.70386  0.040
Y 0.94889 -1.12194 -0.29809  1.090
C 0.98328 0.61651 -3.87532  -0.498
H -3.24437 -2.62583 0.49854  0.104
C 1.36322 1.88659 -4.51802  -0.182
C -0.17103 -0.03856 -4.27189  -0.050
C -0.13849 1.90828 3.18736  -0.293
H -0.20879 3.35760 0.63524  0.028
H 0.70430 2.58897 3.05985  0.031
C -3.53926 0.35073 -1.15129  -0.059
C -4.82519 0.70531 -0.72519  -0.061
H 5.02849 1.32784 0.54743  0.068
C -1.11329 2.82408 0.94143  -0.277
H 3.59893 3.06001 0.72909  0.067
H 0.03526 1.15526 3.95450  0.038
H 2.99988 -2.68472 -1.36325  0.061
C 2.25328 -2.05598 -1.89475  -0.439
H -0.97870 2.52772 3.51943  0.047
C 2.58597 2.64062 0.83819  -0.250
P 2.69531 0.80619 1.00899  0.708
H -3.02858 0.93741 -1.91713  0.105
C -0.74505 -3.73919 2.08311  -0.264
C -0.98237 2.07120 -5.18168  -0.008
C -2.43162 0.95575 2.27402  -0.272
H -5.51322 -1.94228 1.29505  0.127
H -5.29158 1.62049 -1.09935  0.123
H -1.42136 -0.83268 -1.99542  0.054
H 0.32127 3.75602 -4.78984  0.145
H 2.40645 -3.65269 1.35376  0.042
H -1.57454 3.35502 1.78234  0.059
H 2.02427 2.88911 -0.07280  0.031
H 2.45672 1.01130 3.46494  0.033
H 2.46164 -1.40666 -4.05912  0.088
C 2.80849 -1.23481 -3.02990  -0.383

---

The evaluated total energy for the records listed, in turn: -663.08027; -4404.97787; -3954.47925; -7645.63579; -1068.22702; -2417.09509 a.u..
The evaluated energy relative to the best compared isomer or geometry (same formula, charge and spin) for the records listed, in turn: 55.8; 20.3; 26.3; 46.7; 54.8; 47.0 kcal per mole.